(1)
DFT (ωB97M-V/def2-TZVPD) results for a cluster of 2 separate species, C32H40N2O6 in total in a non-equilibrium geometry.

Element x y z (Å)
C (1.27, 4.98, -1.28)
C (1.97, 3.66, -1.03)
O (1.57, 2.68, -1.99)
C (2.15, 1.47, -1.79)
C (1.51, 0.53, -2.71)
C (0.25, 0.97, -3.39)
C (0.32, 1.00, -4.90)
O (-0.75, 1.31, -2.74)
C (2.39, -0.42, -3.36)
O (2.12, -1.07, -4.37)
O (3.60, -0.51, -2.76)
C (4.54, -1.29, -3.53)
C (5.78, -1.37, -2.66)
O (3.00, 1.29, -0.93)
H (1.43, 5.57, -0.37)
H (1.69, 5.57, -2.11)
H (0.18, 4.89, -1.44)
H (3.07, 3.75, -1.09)
H (1.67, 3.26, -0.06)
H (0.90, 0.16, -5.29)
H (-0.67, 0.96, -5.37)
H (0.79, 1.96, -5.18)
H (4.11, -2.28, -3.72)
H (4.72, -0.77, -4.48)
H (6.53, -2.06, -3.08)
H (6.28, -0.39, -2.57)
H (5.52, -1.73, -1.65)
C (-4.55, -0.46, 4.04)
N (-3.78, -0.68, 2.84)
C (-4.41, -0.96, 1.66)
O (-5.62, -1.10, 1.52)
C (-3.30, -1.12, 0.62)
C (-3.46, -0.17, -0.55)
C (-4.76, -0.43, -1.28)
C (-5.70, 0.59, -1.42)
C (-6.92, 0.34, -2.07)
C (-7.16, -0.94, -2.60)
C (-6.25, -1.98, -2.40)
C (-5.04, -1.72, -1.76)
N (-2.07, -0.89, 1.37)
C (-0.91, -0.90, 0.69)
C (0.33, -0.66, 1.26)
C (1.57, -0.72, 0.62)
C (2.79, -0.51, 1.34)
C (4.08, -0.64, 0.74)
C (5.23, -0.75, 1.51)
C (5.19, -0.58, 2.90)
C (6.41, -0.70, 3.75)
C (3.95, -0.32, 3.49)
C (2.79, -0.21, 2.74)
C (-2.32, -0.58, 2.79)
C (-1.88, 0.84, 3.17)
C (-1.72, -1.59, 3.78)
H (-5.61, -0.41, 3.78)
H (-4.40, -1.25, 4.78)
H (-4.26, 0.49, 4.50)
H (-3.31, -2.17, 0.26)
H (-3.43, 0.87, -0.18)
H (-2.63, -0.31, -1.26)
H (-5.50, 1.57, -0.97)
H (-7.67, 1.13, -2.16)
H (-8.08, -1.12, -3.16)
H (-6.47, -3.00, -2.75)
H (-4.32, -2.53, -1.58)
H (-0.98, -1.11, -0.38)
H (0.31, -0.42, 2.32)
H (1.65, -1.04, -0.41)
H (4.13, -0.66, -0.36)
H (6.18, -1.00, 1.02)
H (6.19, -0.46, 4.80)
H (6.85, -1.71, 3.76)
H (7.20, -0.02, 3.40)
H (3.89, -0.23, 4.58)
H (1.87, 0.07, 3.25)
H (-2.40, 1.57, 2.55)
H (-2.11, 1.02, 4.23)
H (-0.81, 0.97, 3.02)
H (-2.24, -2.55, 3.69)
H (-0.65, -1.74, 3.60)
H (-1.85, -1.21, 4.80)

Output
Total charge: 0
ΔE to the lowest compared entry with this formula, charge and spin in kJ/mol: 92.01
Kohn-Sham gap in eV: 4.75


(2)
DFT (ωB97M-V/def2-TZVPD) results for a structure of composition C7H20BN3O9PS2.

Element x y z (Å)
C (2.97, -1.22, 2.93)
B (2.33, -0.08, 2.09)
O (2.14, -0.16, 0.75)
S (1.76, 1.51, 2.95)
O (2.27, 2.53, 2.05)
O (2.28, 1.58, 4.30)
N (0.14, 1.60, 2.88)
S (-0.66, 0.58, 3.81)
O (-1.43, 1.25, 4.84)
O (0.09, -0.59, 4.25)
P (-2.17, -0.04, 2.38)
O (-2.90, -1.17, 3.28)
O (-1.28, -1.00, 1.39)
H (2.81, -1.08, 3.99)
H (2.59, -2.19, 2.61)
H (4.05, -1.23, 2.74)
H (2.52, 0.59, 0.25)
H (-2.26, -1.57, 3.91)
H (-0.80, -0.46, 0.75)
C (-1.44, -1.29, -2.18)
O (-0.30, -0.87, -2.08)
N (-1.75, -2.58, -2.43)
C (-3.12, -3.03, -2.52)
C (-0.67, -3.54, -2.58)
H (-2.32, -0.64, -2.07)
H (-3.33, -3.78, -1.76)
H (-3.32, -3.47, -3.51)
H (-3.80, -2.19, -2.38)
H (-0.06, -3.56, -1.68)
H (-0.03, -3.25, -3.42)
H (-1.09, -4.52, -2.77)
C (1.87, 2.69, -1.18)
O (2.66, 1.78, -1.40)
N (0.69, 2.83, -1.82)
C (-0.21, 3.91, -1.51)
C (0.33, 1.85, -2.84)
H (2.05, 3.46, -0.42)
H (-1.17, 3.51, -1.16)
H (-0.39, 4.53, -2.39)
H (0.21, 4.53, -0.73)
H (0.29, 0.85, -2.41)
H (1.07, 1.85, -3.64)
H (-0.64, 2.11, -3.25)

Output
Total charge: -1
ΔE to the lowest compared entry with this formula, charge and spin in kJ/mol: 0.00
Kohn-Sham gap in eV: 7.69


(3)
DFT (ωB97M-V/def2-TZVPD) results for a structure of composition C20H18ClIN2O7Ti in a non-equilibrium geometry.

Element x y z (Å)
Ti (-0.04, 0.05, -0.66)
O (-0.94, 3.67, 1.41)
C (-0.30, 2.69, 1.02)
O (-0.78, 1.63, 0.51)
C (1.24, 2.74, 1.22)
C (1.77, 1.39, 1.72)
C (3.17, 1.55, 2.31)
C (4.02, 1.76, 1.03)
C (2.94, 1.65, -0.06)
O (2.04, 0.69, 0.49)
C (2.09, 2.94, -0.08)
C (1.30, 2.97, -1.40)
O (1.44, 3.97, -2.13)
O (0.64, 1.92, -1.67)
H (1.43, 3.54, 1.93)
H (1.07, 0.82, 2.32)
H (3.46, 0.65, 2.85)
H (3.22, 2.40, 3.00)
H (4.76, 0.97, 0.92)
H (4.53, 2.72, 1.00)
H (3.30, 1.32, -1.03)
H (2.70, 3.84, -0.04)
Cl (-5.34, -2.75, 2.75)
C (-3.76, -2.15, 2.26)
C (-2.76, -2.11, 3.21)
C (-1.51, -1.65, 2.84)
I (0.09, -1.62, 4.21)
C (-1.21, -1.21, 1.54)
O (-0.04, -0.82, 1.15)
C (-2.27, -1.25, 0.60)
N (-1.92, -0.81, -0.67)
C (-2.87, -0.92, -1.64)
C (-4.13, -1.42, -1.41)
C (-4.51, -1.84, -0.12)
C (-3.55, -1.76, 0.92)
H (-2.97, -2.42, 4.23)
H (-2.59, -0.57, -2.62)
H (-4.83, -1.48, -2.23)
H (-5.51, -2.22, 0.07)
N (-0.11, -1.38, -4.48)
C (0.06, -1.26, -3.10)
O (-0.20, -0.19, -2.55)
C (0.57, -2.38, -2.27)
C (1.27, -1.68, -1.09)
H (-0.29, -0.46, -4.87)
H (0.69, -1.80, -4.93)
H (1.20, -3.06, -2.87)
H (-0.28, -2.96, -1.91)
H (2.26, -1.34, -1.44)
H (1.43, -2.38, -0.27)

Output
Total charge: -2
ΔE to the lowest compared entry with this formula, charge and spin in kJ/mol: 106.38
Expectation value of S²: 2.02
Kohn-Sham gap (alpha / beta) in eV: 3.66 / 5.50
Spin multiplicity: 3


(4)
DFT (ωB97M-V/def2-TZVPD) results for a structure of composition C5H12ClO2RhTc in a non-equilibrium geometry.

Element x y z (Å)
Rh (-1.83, 0.26, 0.97)
Cl (-1.33, -2.30, -1.14)
C (-0.60, -1.03, 1.77)
H (-0.25, -0.67, 2.75)
H (0.20, -1.58, 1.21)
H (-1.43, -1.76, 1.88)
Tc (0.32, -0.41, -0.53)
C (-0.25, 0.61, -2.22)
C (1.82, -1.77, -0.80)
C (1.96, 0.60, -0.35)
H (2.75, -1.57, -0.25)
H (1.51, -2.80, -0.59)
H (2.12, -1.76, -1.87)
H (0.14, 1.65, -2.17)
H (0.10, 0.16, -3.17)
H (-1.35, 0.65, -2.27)
H (2.88, 0.52, 0.27)
H (1.85, 1.64, -0.72)
O (-2.45, 3.54, 2.28)
C (-2.16, 2.45, 1.85)
O (-2.11, 2.08, 0.56)
H (-1.88, 1.51, 2.53)

Output
Total charge: 0
Expectation value of S²: 15.79
Kohn-Sham gap (alpha / beta) in eV: 6.50 / 6.95
Spin multiplicity: 8


(5)
DFT (ωB97M-V/def2-TZVPD) results for a structure of composition C41H35ClFeN2Si2 in a non-equilibrium geometry.

Element x y z (Å)
C (-1.97, -0.44, 4.76)
C (-2.56, 0.12, 3.58)
C (-2.44, -0.86, 2.53)
H (-3.07, 1.07, 3.50)
C (-1.75, -2.00, 3.06)
C (-1.49, -1.75, 4.44)
H (-1.06, -2.45, 5.15)
H (-1.95, 0.01, 5.74)
H (-2.89, -0.80, 1.54)
H (-1.57, -2.94, 2.54)
Fe (-0.50, -0.28, 3.15)
Si (-0.16, -0.06, 0.84)
C (-0.93, 1.44, 0.04)
C (-0.18, 2.01, -1.00)
H (0.80, 1.60, -1.25)
C (-0.70, 3.08, -1.74)
H (-0.11, 3.51, -2.55)
C (-1.96, 3.59, -1.43)
H (-2.38, 4.40, -2.03)
C (-2.69, 3.05, -0.37)
H (-3.68, 3.44, -0.13)
C (-2.17, 1.99, 0.38)
H (-2.74, 1.60, 1.23)
C (-0.70, -1.55, -0.14)
C (-1.77, -1.50, -1.05)
H (-2.23, -0.53, -1.30)
C (-2.28, -2.68, -1.60)
H (-3.14, -2.62, -2.28)
C (-1.70, -3.91, -1.29)
H (-2.11, -4.83, -1.70)
C (-0.58, -3.96, -0.45)
H (-0.10, -4.92, -0.22)
C (-0.05, -2.78, 0.08)
H (0.86, -2.80, 0.68)
H (1.30, 0.08, 0.67)
Si (2.22, 0.36, -4.91)
C (1.50, -1.29, -5.37)
C (0.55, -1.40, -6.40)
H (0.27, -0.52, -6.98)
C (-0.05, -2.64, -6.67)
H (-0.79, -2.71, -7.47)
C (0.30, -3.77, -5.93)
H (-0.18, -4.73, -6.14)
C (1.27, -3.67, -4.93)
H (1.58, -4.56, -4.37)
C (1.87, -2.44, -4.66)
H (2.64, -2.37, -3.88)
C (1.03, 1.68, -5.45)
C (-0.27, 1.72, -4.94)
H (-0.61, 0.96, -4.23)
C (-1.14, 2.75, -5.32)
H (-2.14, 2.79, -4.89)
C (-0.72, 3.72, -6.24)
H (-1.39, 4.53, -6.52)
C (0.57, 3.65, -6.79)
H (0.89, 4.40, -7.52)
C (1.44, 2.63, -6.40)
H (2.44, 2.56, -6.83)
H (3.56, 0.58, -5.50)
Cl (2.51, 0.39, -2.86)
C (2.59, -2.78, 4.61)
C (1.59, -2.29, 3.77)
N (1.16, -1.00, 3.85)
C (1.72, -0.19, 4.81)
C (2.65, -0.66, 5.77)
C (3.12, -1.99, 5.62)
C (2.97, 0.22, 6.86)
C (2.37, 1.46, 6.99)
C (1.41, 1.95, 6.04)
C (0.67, 3.14, 6.15)
C (-0.33, 3.42, 5.22)
C (-0.59, 2.52, 4.18)
N (0.10, 1.36, 4.05)
C (1.12, 1.10, 4.93)
H (2.91, -3.81, 4.47)
H (1.12, -2.91, 3.01)
H (3.87, -2.37, 6.31)
H (3.67, -0.13, 7.61)
H (2.60, 2.10, 7.84)
H (0.89, 3.83, 6.97)
H (-0.94, 4.31, 5.29)
H (-1.38, 2.72, 3.44)

Output
Total charge: 0
Expectation value of S²: 6.20
Kohn-Sham gap (alpha / beta) in eV: 4.69 / 7.66
Spin multiplicity: 5


(6)
DFT (ωB97M-V/def2-TZVPD) results for a cluster of 2 separate species, C3H5P in total in a non-equilibrium geometry.

Element x y z (Å)
C (-1.92, 0.49, -0.21)
C (-1.23, -0.50, -0.12)
C (1.35, 0.07, -0.60)
P (0.31, -1.41, 0.14)
H (-2.83, 0.98, -0.03)
H (1.16, 0.30, -1.56)
H (2.42, -0.01, -0.35)
H (0.85, 0.99, -0.28)
H (-0.10, -0.91, 3.01)

Output
Total charge: 0
ΔE to the lowest compared entry with this formula, charge and spin in kJ/mol: 419.99
Kohn-Sham gap (alpha / beta) in eV: 8.75 / 7.99